Record 1
Here is a 2-piece molecular cluster, C8H8F2O2S overall at a distorted geometry from the Open Molecules 2025 dataset. Energies are from the ωB97M-V functional and the def2-TZVPD basis.

Atoms and positions in Å:
C (-1.171, 1.768, -2.965)
C (0.190, 1.517, -3.027)
C (-1.957, 1.217, -1.966)
C (0.798, 0.698, -2.072)
C (-1.382, 0.396, -0.995)
C (-0.050, 0.203, -1.144)
C (1.139, -1.908, 3.682)
C (0.957, -1.102, 0.946)
O (1.043, 0.645, 2.930)
O (-0.997, -0.692, 2.649)
F (0.586, -2.392, 0.763)
F (2.301, -1.059, 0.843)
S (0.436, -0.614, 2.611)
H (-1.625, 2.409, -3.705)
H (0.796, 1.960, -3.803)
H (-3.014, 1.428, -1.918)
H (1.855, 0.497, -2.089)
H (-1.959, -0.031, -0.193)
H (0.751, -2.865, 3.363)
H (2.217, -1.857, 3.599)
H (0.814, -1.678, 4.689)

Values from the calculation:
Total charge   0
Max |F|   2.685 eV/A
ΔE to the lowest compared entry with this formula, charge and spin   92.1 kcal per mole
Frontier orbital gap (spin up / spin down)   8.019 / 9.137 eV
Lowest unoccupied orbital energy (spin up / spin down)   -1.202 / -0.524 eV
Spin multiplicity   1
HOMO level (spin up / spin down)   -9.2 / -9.7 eV

Record 2
Here is C8H8F3N2O2Se3TeZn as an isolated structure from the Open Molecules 2025 dataset. Energies are from the ωB97M-V functional and the def2-TZVPD basis.

Atoms and positions in Å:
Zn (1.330, -1.843, -0.633)
N (1.430, -2.136, 1.507)
C (0.046, -2.354, 1.946)
C (-0.812, -2.990, 0.818)
O (-1.849, -3.554, 1.139)
O (-0.354, -2.819, -0.363)
H (2.008, -2.939, 1.727)
H (1.870, -1.338, 1.952)
H (-0.418, -1.389, 2.158)
H (-0.034, -2.975, 2.839)
Se (1.895, -2.138, -2.934)
Se (2.402, 0.100, -3.175)
Te (4.412, 0.348, -1.693)
Se (3.620, -0.448, 0.516)
F (-3.127, 3.606, -1.285)
C (-2.333, 3.420, -0.215)
F (-1.696, 4.581, 0.016)
F (-3.152, 3.213, 0.842)
C (-1.387, 2.271, -0.398)
C (-0.160, 2.266, 0.247)
C (0.660, 1.160, 0.094)
N (0.305, 0.102, -0.630)
C (-0.880, 0.104, -1.236)
C (-1.759, 1.170, -1.154)
H (0.167, 3.106, 0.843)
H (1.644, 1.124, 0.554)
H (-1.129, -0.788, -1.798)
H (-2.700, 1.137, -1.684)

Values from the calculation:
Total charge   -1
Max |F|   0.883 eV/A
ΔE to the lowest compared entry with this formula, charge and spin   9.0 kcal per mole
Frontier orbital gap   6.136 eV
Lowest unoccupied orbital energy   2.333 eV
Spin multiplicity   1
HOMO level   -3.8 eV

Record 3
Here is one molecule with the formula C8H8N2O at a distorted geometry from the Open Molecules 2025 dataset. Energies are from the ωB97M-V functional and the def2-TZVPD basis.

Atoms and positions in Å:
C (1.726, 1.763, 0.283)
C (-2.660, 0.989, 0.041)
C (-2.150, 0.335, 1.262)
C (-1.686, 0.824, -0.898)
C (-0.894, -0.100, 0.954)
C (2.269, -0.478, 0.606)
C (1.704, -0.658, -0.754)
C (0.535, -0.118, -1.151)
N (2.315, 0.987, 0.963)
N (-0.571, 0.277, -0.321)
O (1.076, 2.356, -0.446)
H (-3.647, 1.438, -0.155)
H (-2.606, 0.205, 2.239)
H (-1.541, 1.088, -1.857)
H (-0.166, -0.675, 1.451)
H (3.293, -1.014, 0.581)
H (1.714, -0.860, 1.355)
H (2.393, -1.041, -1.575)
H (0.151, -0.107, -2.232)

Values from the calculation:
Total charge   0
Max |F|   3.788 eV/A
SMILES   O=C=NC/C=C\n1cccc1
ΔE to the lowest compared entry with this formula, charge and spin   75.1 kcal per mole
Frontier orbital gap   9.461 eV
Lowest unoccupied orbital energy   0.810 eV
Spin multiplicity   1
HOMO level   -8.7 eV